ORCA calculation (ωB97M-V with the def2-TZVPD basis set) on 2 unconnected molecules or ions with the total composition C6H16 at a distorted geometry.

XYZ file:
```
22
Properties=species:S:1:pos:R:3:forces:R:3
C -0.0477 -2.3618 0.3608 -0.198 1.027 -1.030
C -0.8312 -1.0218 0.1692 0.647 0.888 0.612
C 2.1258 1.8003 0.3265 0.038 -0.280 -0.945
C 1.5009 3.1358 -0.1468 -1.079 -1.959 -0.790
C -2.2813 -1.2855 0.6329 0.371 0.817 -1.070
C -0.7032 -0.4172 -1.2818 -0.866 -1.908 0.003
H 1.3890 0.9718 0.1919 0.826 0.569 0.298
H -1.1564 -1.1203 -2.0195 0.273 0.114 0.427
H 1.4936 3.1577 -1.2558 0.473 0.258 0.544
H 0.7704 -2.2568 -0.3450 0.377 -0.665 -0.085
H -2.2785 -1.7616 1.5899 -0.064 0.107 0.926
H -1.2827 0.5068 -1.4807 0.838 -0.147 0.580
H 0.3688 -0.4185 -1.5212 -0.345 0.718 -0.123
H 3.0435 1.5533 -0.2025 -0.158 -0.090 -0.921
H 2.5877 1.7882 1.2929 -0.725 0.271 1.213
H -2.9553 -0.3975 0.5955 0.489 -0.698 0.121
H 0.3932 -2.5011 1.3490 -0.338 0.130 0.043
H -0.6866 -3.2152 0.0997 0.324 0.092 -0.003
H -0.2381 -0.2672 0.7836 -1.240 -0.756 -0.174
H -2.6515 -2.0748 -0.0274 -0.310 0.264 -0.221
H 0.4108 3.0519 0.0497 0.631 0.651 0.443
H 1.9720 3.9957 0.2784 0.035 0.599 0.152
```
Forces are in eV/Å.

Calculated values
relative energy (zero: lowest compared OMol25 entry of this formula, charge and spin): 19.3 kcal per mole
E: -238.165829 Ha
frontier orbital gap: 11.87 eV
SMILES: CC(C)C.CC

=====

ORCA calculation (ωB97M-V with the def2-TZVPD basis set) on a molecular structure, C33H94BeNO15 at a distorted geometry.

XYZ file:
```
144
Properties=species:S:1:pos:R:3:forces:R:3
O -4.2351 -0.5065 -3.5217 -0.670 0.806 -0.495
O -4.0083 0.3136 2.2805 0.208 -0.277 -0.434
O 2.6644 4.9628 0.4369 -0.054 0.045 0.510
O 2.3640 1.6676 1.4875 -0.545 -0.101 0.282
O 1.8279 7.6654 -0.4163 0.119 -0.544 -0.133
O 1.2748 -6.3661 -2.4864 0.795 -1.009 -0.157
O -1.5699 1.0113 0.9826 2.120 0.650 1.565
O -0.3064 -2.4317 4.7411 -0.509 0.236 -0.023
O 2.9474 -1.9692 3.5631 0.272 0.510 -0.484
O 5.2884 1.5595 1.5101 -0.075 -0.373 0.036
O -1.3136 0.0351 3.8850 0.328 0.497 0.141
O -2.1467 2.6884 3.6648 -0.095 -0.069 0.033
O 0.9579 4.1071 2.4254 -0.442 -0.449 0.340
O 1.5040 0.2718 4.2028 -0.239 0.799 -0.471
O -1.5715 -5.5687 -3.0452 -0.310 -0.064 0.538
N -0.7105 0.7597 -0.0481 0.791 0.220 -0.027
C 3.7641 4.2808 -0.1456 -0.139 -0.159 -0.568
C 1.0281 0.2567 -2.2649 -1.580 -0.698 0.169
C -3.0641 3.4924 2.8893 -0.319 1.506 0.532
C -5.2489 -1.7518 2.3358 0.675 -1.594 2.100
C -0.9406 3.1391 -0.6430 0.678 0.689 0.253
C 0.8076 7.2235 -1.3586 0.486 0.436 1.101
C 2.9353 -4.9810 -3.4816 1.709 -0.027 -0.097
C 4.6728 5.1469 -1.0028 0.650 -0.270 0.407
C -0.3665 6.7093 -0.5415 -0.115 0.530 -0.062
C 0.6292 1.6500 -1.8313 1.162 -0.115 -0.398
C 1.0134 -0.6967 -1.0684 1.265 -0.346 -1.086
C -2.3826 -7.1916 -1.4577 -0.970 0.172 -0.135
C -1.8587 1.3952 -2.1786 0.219 0.736 -0.062
C 4.0246 -2.7652 1.5247 0.097 0.579 -0.136
C -0.9787 -3.6531 4.3968 0.942 -0.291 0.791
C -2.2835 -5.7216 -1.8115 0.278 0.237 -0.026
C 4.8717 0.3902 -0.6094 -0.059 0.630 -0.174
C -4.8349 -1.4456 -5.6815 -1.277 0.612 -0.120
C 2.5911 -5.7967 -2.2496 -1.588 1.042 0.410
C -4.6398 -0.6738 1.4707 -1.350 -0.249 0.099
C 5.8715 0.7989 0.4451 -0.177 -0.061 -0.501
C -2.3101 4.6551 2.2838 0.250 -0.382 -1.906
C -5.7781 -0.0324 0.6652 0.678 0.338 -0.502
C -0.7388 1.7328 -1.1607 -0.297 -1.661 0.372
C -1.2197 -1.5914 -0.7656 -0.652 -0.766 1.262
C -3.9269 -1.5192 -4.4851 0.625 -0.274 0.663
C 0.0169 -4.5886 3.7290 -1.098 0.345 -1.872
C -0.2049 -0.6258 -0.1389 0.059 0.422 -0.595
C 4.1374 -1.8565 2.7446 0.100 -1.277 -0.014
C 0.5224 8.3588 -2.3075 -0.665 0.006 -2.244
C -4.0671 -2.8354 -3.7132 0.465 -0.168 -0.281
C 0.2578 -1.0760 1.2528 -0.516 -0.649 -0.345
C 2.3580 -4.9335 -1.0143 0.932 0.572 -0.593
Be -0.0003 1.6177 2.7534 -2.002 -1.303 -0.769
H -2.1932 0.2494 4.2172 -0.143 0.300 -0.473
H 1.4373 1.8921 -1.1285 -0.352 0.826 0.159
H 1.4959 -7.2223 -2.8700 -0.674 -0.099 -0.180
H 0.9081 -0.3274 1.7140 -0.060 0.045 0.037
H -5.4082 -2.7261 1.8677 -0.607 0.448 -0.698
H -1.7352 -5.1400 -1.0587 -0.156 -0.159 0.266
H 2.4819 1.3551 0.5844 -0.132 -0.062 -0.022
H 3.2612 1.7916 1.8306 0.034 -0.015 -0.015
H 0.8528 -1.9877 1.1469 0.131 0.067 -0.066
H 5.3166 4.4236 -1.5104 -0.131 0.290 -0.583
H -3.9257 -1.1365 0.7849 0.141 0.071 0.099
H 2.0934 -4.4080 -3.8588 -0.157 -0.262 -0.034
H -1.4111 -1.4078 -1.8205 0.073 0.005 -0.013
H 1.0936 -1.6826 -1.5428 -0.487 -0.228 0.341
H -2.2687 3.0414 4.5518 0.419 -0.305 0.180
H -1.0934 -0.8311 4.2701 0.531 0.019 -0.071
H 1.4070 4.4510 1.6277 0.383 -0.336 -0.068
H -3.1868 -3.0454 -3.1017 0.069 0.142 0.016
H -3.2472 0.5840 1.7399 0.335 0.245 0.276
H 3.4059 -5.6221 -4.2320 -0.716 -0.131 -0.336
H -2.8992 5.2234 1.5559 -0.427 -0.041 0.312
H -4.6273 -2.1355 3.1664 0.910 0.618 -0.369
H 2.5885 5.8733 0.1202 0.124 0.245 -0.054
H -1.4622 0.8546 -3.0372 -0.151 0.175 -0.171
H -0.5095 -5.5126 3.4794 0.449 -0.386 0.527
H 1.2878 6.3741 -1.8465 -0.074 0.123 -0.282
H -0.7515 7.5359 0.0648 0.073 -0.079 0.181
H -1.8327 -3.3861 3.7779 0.203 0.000 -0.281
H -0.7108 -5.9389 -2.8097 0.356 0.191 -0.552
H 0.4729 -2.6430 5.2608 -0.032 -0.011 0.053
H 4.1760 5.8496 -1.6703 -0.213 -0.417 -0.289
H 4.3742 3.7404 0.5816 -0.160 0.433 0.498
H 6.3150 -0.1159 0.8467 0.461 0.245 0.005
H -3.2714 -5.2691 -1.8910 0.002 -0.001 -0.312
H -3.8117 3.9372 3.5558 -0.054 -0.451 0.242
H -1.5607 4.2021 1.6314 0.372 0.260 0.367
H -0.1617 3.4207 0.0737 -0.027 -0.280 0.152
H 0.0071 5.9119 0.0988 -0.289 -0.055 0.092
H 3.8856 -3.8225 1.7443 -0.007 0.029 0.152
H 3.0655 -2.8206 3.9932 -0.384 0.026 0.166
H -6.3320 0.6128 1.3457 -0.242 -0.108 -0.084
H 4.1831 -0.3948 -0.3011 -0.077 0.094 0.006
H 4.3551 1.2931 -0.9518 -0.355 -0.180 0.091
H 3.3360 3.4611 -0.7362 -0.012 0.194 -0.355
H -2.6902 0.8149 -1.7843 0.145 0.154 0.540
H -1.3911 -7.5921 -1.2554 -0.137 -0.309 0.018
H 3.3020 -6.5994 -2.0477 0.070 0.062 -0.042
H -1.8998 3.3582 -0.1812 -0.122 -0.364 -0.191
H 1.9809 0.1554 -2.7828 0.030 0.402 -0.029
H -4.5704 -2.1434 -6.4739 0.193 -0.146 0.193
H -5.3750 0.5822 -0.1457 0.061 0.184 0.158
H -0.9006 -2.6280 -0.6086 0.423 0.027 -0.464
H 3.3206 -4.5415 -0.6743 -0.032 -0.210 0.330
H -2.9071 -1.3202 -4.8357 0.101 -0.369 0.032
H 0.9993 8.1816 -3.2785 0.276 -0.134 0.162
H 3.1886 -2.4037 0.9222 -0.104 -0.207 0.009
H 6.5704 1.4498 -0.0868 0.500 -0.293 0.349
H 2.0089 -0.6810 -0.6021 -0.313 0.639 0.705
H 1.4443 8.3727 0.1129 0.047 0.019 0.028
H -0.7784 3.8445 -1.4630 -0.233 -0.126 -0.164
H -0.5738 -1.3543 1.8981 -0.025 0.382 0.107
H -4.9062 -2.6870 -3.0345 -0.178 -0.278 -0.142
H 5.3884 5.7553 -0.4440 -0.299 -0.022 0.429
H -1.2234 6.3795 -1.1295 0.215 -0.225 -0.187
H 1.8222 -5.4751 -0.2400 0.100 0.021 0.080
H -2.1611 -1.6201 -0.2069 -0.116 0.608 -0.191
H 4.9316 -2.1682 3.4258 0.495 0.248 -0.429
H -4.9135 -0.4554 -6.1370 0.550 0.101 0.134
H -2.8912 -7.6886 -2.2871 0.570 -0.159 -0.259
H 0.2470 -0.1057 -2.9428 0.283 -0.072 -0.280
H -6.0857 -1.4964 2.9923 -0.555 0.493 -0.911
H -0.5242 8.4150 -2.6240 -0.132 -0.063 0.459
H 1.8106 -4.0391 -1.3239 -0.357 -0.165 0.108
H 5.9816 1.6165 2.1755 -0.174 0.238 0.178
H -1.3882 -4.1318 5.2918 0.020 0.154 0.106
H 0.6772 2.3216 -2.6925 -0.020 0.190 0.133
H -4.2008 -3.7150 -4.3449 -0.153 0.071 -0.041
H 4.3268 -0.8545 2.3628 -0.444 0.306 0.597
H 3.7674 -4.2813 -3.3303 -0.206 0.148 0.525
H -3.0959 -7.3892 -0.6529 0.463 0.212 0.468
H 0.9930 -4.7031 4.1943 -0.290 -0.285 0.554
H 5.4365 0.0698 -1.4861 -0.050 -0.310 0.071
H 1.5365 0.2468 5.1630 -0.161 0.120 0.019
H -6.4211 -0.7501 0.1558 -0.093 -0.164 0.339
H 2.0713 -0.4614 3.8982 -0.125 -0.142 -0.069
H -2.2531 2.3702 -2.4678 -0.263 -0.280 -0.616
H 0.2241 -4.1944 2.7267 0.178 0.225 0.102
H 1.1972 4.7209 3.1261 -0.053 -0.039 0.063
H 0.8328 9.3798 -2.0911 0.090 -0.221 0.873
H -5.8771 -1.6324 -5.4005 0.101 -0.351 0.155
H -3.5048 -0.3743 -2.9144 0.133 -0.251 -0.164
H 4.9162 -2.6453 0.9042 0.079 -0.152 0.049
H -3.6334 2.8964 2.1813 0.501 -0.249 -0.158
H -1.8347 5.3866 2.9330 -0.095 -0.342 0.460
```
Forces are in eV/Å.

Calculated values
total charge: +1
E: -2511.401656 Ha
frontier orbital gap: 5.18 eV

=====

ORCA calculation (ωB97M-V with the def2-TZVPD basis set) on a single C5H5NO2 molecule at a distorted geometry.

XYZ file:
```
13
Properties=species:S:1:pos:R:3:forces:R:3
O -1.6187 1.1700 0.0287 0.279 -0.164 0.866
O 1.0868 -1.1341 -0.1675 -0.142 -0.581 -0.818
N -2.3611 -0.0534 -0.0466 1.205 -0.771 0.197
C -1.5580 -1.0755 0.0471 -1.150 0.582 -1.899
C 1.8115 0.0092 -0.0477 0.286 1.357 0.208
C -0.3001 0.7919 -0.2741 0.821 -3.794 -0.015
C 1.1087 1.1428 0.1440 0.180 0.515 -0.375
C -0.1343 -0.6734 0.2988 -2.942 1.596 1.504
H 1.5597 2.0831 0.4144 -0.036 0.169 -0.492
H -0.3341 0.4153 -1.3291 0.345 1.361 -0.212
H -2.0432 -2.0089 -0.2591 0.401 0.064 0.811
H 2.8626 -0.0747 -0.2123 0.492 -0.216 0.312
H -0.0798 -0.5923 1.4035 0.261 -0.117 -0.086
```
Forces are in eV/Å.

Calculated values
relative energy (zero: lowest compared OMol25 entry of this formula, charge and spin): 118.5 kcal per mole
E: -398.589644 Ha
frontier orbital gap: 9.92 eV
SMILES: C1=C[C@@H]2ON=C[C@H]2O1

=====

ORCA calculation (ωB97M-V with the def2-TZVPD basis set) on 3 unconnected molecules or ions with the total composition C33H55IO9P3 at a distorted geometry.

XYZ file:
```
101
Properties=species:S:1:pos:R:3:forces:R:3
I 4.2377 1.7491 0.4639 1.899 -1.853 -1.183
P 2.4197 3.2649 1.1702 -0.506 1.968 2.829
P 1.6460 3.3916 -3.0049 -0.762 -2.548 -2.732
P 0.3988 5.3157 -1.0435 -3.251 -0.062 5.217
O -5.2562 -3.0950 -2.2974 0.785 2.301 0.072
O -9.4262 -3.3026 -3.6844 -0.145 -0.233 1.485
O 7.3932 -0.3605 2.2151 0.577 -1.196 -1.249
O 2.4908 3.7847 -0.5275 -3.401 -0.765 0.249
O 1.2951 4.9196 -3.8381 -0.127 -0.707 1.520
O 3.3303 2.9629 -3.1798 -1.573 1.721 -0.527
O 1.0779 2.1912 0.8943 -1.444 1.141 -3.007
O -0.4196 5.4761 0.3289 2.370 -0.264 -4.151
O 1.3291 -0.1195 -0.0328 -3.147 -1.615 1.158
C 4.9983 2.2763 4.0722 0.879 -0.053 0.608
C -1.2481 2.3619 -0.1655 -0.792 1.364 0.840
C 1.1544 3.5233 -1.1595 2.788 2.250 -0.304
C 0.4505 -2.6194 0.4667 -2.764 1.104 3.093
C -0.5641 -0.4838 1.9734 -0.097 -1.997 -0.399
C 0.6022 0.7355 -0.9811 -0.364 -0.228 -1.794
C -1.5618 -3.0546 2.5258 2.227 3.057 -1.692
C 2.4985 2.3530 2.8798 -0.998 0.120 1.172
C 4.4909 -0.5889 3.7073 0.728 -0.807 2.581
C 4.5073 -2.1603 4.2564 1.440 3.402 2.667
C -0.5483 -3.6246 1.3554 -0.412 3.460 1.042
C -1.5544 -1.4485 2.8601 2.771 -1.713 -3.690
C -2.1550 2.8599 -1.4317 -0.672 -0.177 -0.137
C -4.6968 -2.5114 -1.0669 0.420 -0.461 1.210
C -9.4804 -3.4916 -2.4703 0.227 0.240 -1.446
C 8.4643 -2.4148 1.6375 0.106 0.004 0.534
C -5.0826 -2.1358 -3.4274 0.946 0.103 0.272
C 3.5460 3.0177 3.9422 -0.207 0.111 -0.031
C -10.7960 -3.7051 -1.7705 -0.379 0.036 -0.439
C -8.2336 -3.5184 -1.6271 0.150 0.104 -0.595
C 0.4362 -0.9733 0.7629 -1.840 -3.098 1.659
C -3.5428 -2.3284 -3.9676 -0.076 0.173 -1.514
C -1.9145 2.0527 -2.8367 -0.641 -0.542 0.065
C 7.6723 -1.1713 1.3334 -0.552 1.384 1.272
C 4.9550 0.7192 4.5783 0.401 -3.684 2.097
C 5.4795 0.4016 6.1348 -1.256 -3.943 -2.469
C 5.5062 -1.1658 6.6829 -0.880 0.264 -3.008
C -3.2815 0.3926 -4.3997 0.262 -0.685 0.181
C 5.0516 -2.4627 5.7716 -0.499 3.916 -2.179
C -2.6517 0.5528 -2.8780 0.813 0.178 -1.067
C 0.3648 2.2941 -0.4227 0.592 -2.293 2.148
C -3.0998 -1.1418 -5.0109 -0.762 0.533 -0.524
C 7.2350 -0.9583 -0.0912 -0.218 0.445 0.082
H -0.5735 -4.8050 1.1840 0.237 2.977 0.222
H -1.7204 1.3269 0.1960 1.578 2.014 -0.947
H -0.5706 5.5552 -2.1003 0.980 -0.091 0.241
H -8.1319 -4.4940 -1.1452 -0.045 0.130 0.174
H 1.1298 -3.1359 -0.3346 -1.384 1.367 1.698
H -1.8521 -0.3170 -2.7677 -1.527 1.942 -0.052
H 1.4454 6.3395 -1.1003 -0.596 -1.265 -0.527
H -7.3600 -3.3502 -2.2659 -0.278 -0.095 0.295
H -3.4324 0.4084 -2.0183 1.306 0.384 -1.716
H 3.0340 3.0902 5.0150 1.203 -0.367 -2.218
H 8.7111 -2.4360 2.7043 -0.092 0.029 -0.220
H 8.1102 -0.8913 -0.7424 -0.048 -0.216 -0.059
H -3.7950 -1.1702 -5.9801 1.431 -0.136 2.019
H 6.6728 -0.0210 -0.1619 0.076 -0.221 0.051
H -4.4281 0.6902 -4.3516 2.411 -0.552 -0.380
H 5.6819 2.3685 3.0978 -1.887 -0.405 1.980
H -11.6084 -3.6597 -2.5035 0.181 -0.007 0.148
H -2.6882 1.0963 -5.1544 -1.450 -1.334 1.744
H -2.1113 4.0251 -1.6443 0.208 -2.416 0.660
H -1.9946 -1.3019 -5.4156 -2.263 0.328 1.121
H 1.5620 4.3517 1.6067 -0.224 -0.659 -0.389
H -4.9244 -3.2724 -0.1884 0.385 1.559 -1.932
H -2.3955 2.7041 -3.6999 0.972 -1.326 1.736
H -2.2416 -0.9384 3.6785 1.666 -1.318 -1.940
H -3.2908 2.6529 -1.1260 2.376 0.496 -0.647
H -0.5857 0.6764 2.2339 0.249 -2.761 -0.730
H 0.3040 4.9157 -3.9945 1.758 -0.315 0.201
H -5.2742 -1.0470 -2.9946 0.406 -2.155 -1.080
H 5.8609 1.2335 6.8642 -0.874 -1.694 -1.678
H 4.1033 -0.4565 2.5930 1.019 -0.065 2.622
H 5.6033 2.8776 4.9082 -1.276 -1.419 -1.619
H -5.8650 -2.3707 -4.2949 1.691 0.355 2.071
H -5.1560 -1.4699 -0.7733 0.638 -1.915 -0.798
H 7.8712 -3.3009 1.3980 0.146 0.004 -0.151
H -2.3103 -3.7318 3.1553 1.980 1.405 -1.682
H -10.8084 -4.6890 -1.2948 0.025 0.155 0.172
H 5.0934 -3.5946 6.1418 -0.042 2.914 -0.668
H 3.5605 2.8483 -4.1562 -0.909 0.254 1.850
H -10.9523 -2.9204 -1.0260 0.053 -0.194 0.118
H -3.5326 -3.3415 -4.5947 0.087 2.051 1.569
H 1.3955 2.4576 3.3243 2.313 -0.244 -0.792
H -3.5268 -2.3822 -1.0929 -2.241 -0.258 -0.156
H 3.4873 4.2108 1.4524 0.075 -0.573 -0.263
H -0.4385 0.2027 -1.1857 2.162 1.369 0.331
H 2.6731 1.2250 2.6283 -0.288 2.173 0.874
H -0.7965 1.8552 -3.1181 -1.972 0.721 0.646
H 1.2168 0.7192 -1.9922 -1.049 0.025 2.130
H -2.7273 -2.3804 -3.1288 -1.897 0.006 -1.403
H -1.4135 3.0994 0.7583 0.373 -1.376 -2.197
H -8.2758 -2.7254 -0.8763 -0.033 -0.173 0.141
H 9.3943 -2.4127 1.0633 -0.117 -0.157 -0.114
H 6.5871 -1.7796 -0.4076 0.156 -0.021 -0.112
H 3.7461 4.1414 3.6187 -0.316 -2.258 0.556
H 4.1253 -3.0218 3.5327 0.950 2.100 1.777
H 5.8942 -1.4146 7.7784 -0.903 0.772 -2.594
```
Forces are in eV/Å.

Calculated values
total charge: -1
E: -3288.493418 Ha
frontier orbital gap: 6.74 eV